[1]
{"formula": "C31H25F3FeO2S", "method": "ωB97M-V with the def2-TZVPD basis set", "e_above_lowest_kj_mol": 310.6, "gap_ev": [2.11, 6.05], "total_energy_ha": -3307.94106, "multiplicity": 5, "charge": -2, "lumo_ev": [4.292, 3.471], "elements": ["C", "C", "H", "C", "H", "C", "C", "F", "H", "H", "H", "C", "H", "H", "H", "C", "C", "H", "H", "C", "C", "C", "H", "H", "C", "C", "C", "C", "C", "H", "H", "H", "C", "H", "C", "H", "C", "H", "H", "H", "C", "C", "O", "H", "H", "Fe", "C", "C", "H", "C", "C", "H", "O", "C", "C", "C", "F", "C", "C", "S", "C", "H", "F"], "xyz": [[-1.392671, -3.588354, 5.378819], [1.199942, -1.541153, 3.337671], [-3.413262, -2.261869, 9.560573], [4.518613, -0.237448, 2.095639], [-0.735721, -1.859283, 9.033586], [1.015232, 0.877723, 2.931999], [0.440339, -0.344255, 3.399459], [4.932556, -1.412433, 1.531031], [-1.544236, 1.470734, 6.925189], [-0.691811, -3.239609, 4.627960], [1.564931, 3.980571, 5.292841], [-3.373088, -4.394351, 6.339751], [-4.848779, -0.993563, -0.145493], [-4.405344, -4.717819, 6.440282], [2.432105, -0.131177, 6.354307], [2.313149, 0.892389, 2.467355], [-5.799787, -1.314424, 1.787207], [-4.598857, -0.083040, 4.735666], [-3.372281, -3.392961, 4.298797], [-2.795932, -0.928141, 6.512327], [1.242523, 3.022519, 5.714840], [-2.267502, -4.724748, 7.230119], [-0.032132, -4.333885, 7.029656], [-6.654852, -1.840642, 1.378882], [-0.520659, 1.603251, 6.547570], [-0.853836, -0.406836, 4.064054], [-3.743432, -1.444264, 7.478909], [2.487357, -1.507601, 2.856209], [-4.789826, -0.857825, 0.933179], [0.496538, 1.828219, 3.019442], [0.349953, -1.647636, 5.803144], [-2.335220, -5.314492, 8.141100], [-5.733370, -1.026646, 3.144143], [-2.862887, 0.122870, 0.794881], [0.327523, 0.480728, 6.377541], [3.086852, -2.418121, 2.807534], [-1.042971, -4.204638, 6.641293], [-2.967434, -0.347836, 5.620553], [3.233591, 2.179781, 5.791943], [-0.838541, 3.597778, 5.861457], [-3.653682, -0.213078, 1.452175], [-1.566142, -1.716693, 8.344199], [-2.467930, 1.613837, 4.516753], [-6.535735, -1.316186, 3.836353], [0.761085, -2.488361, 3.700889], [-2.422927, -2.798486, 6.913514], [-2.973043, -1.909415, 8.629316], [-4.626877, -0.338888, 3.667664], [2.756145, 1.811857, 2.127994], [-1.438719, -1.141995, 6.985548], [1.730393, 0.715716, 6.277723], [-4.831024, -1.395192, 7.375739], [-1.593881, 1.456644, 2.189526], [3.061374, -0.292404, 2.483218], [2.161190, 1.988698, 5.956194], [-2.828136, -3.679018, 5.192243], [4.775917, 0.755597, 1.182983], [-3.547952, -0.052561, 2.832758], [-0.261453, -0.799251, 6.128432], [-2.052621, 0.824143, 3.391609], [-0.104793, 2.811513, 6.046007], [-1.393564, -1.383079, 4.023679], [5.321105, -0.022108, 3.179870]], "forces_ev_per_angstrom": [[-0.76, -1.39, 0.27], [0.08, -0.49, -0.21], [0.26, -0.20, -0.34], [-1.55, -0.23, 0.02], [-0.25, -0.39, -0.34], [0.48, -0.21, 0.32], [-0.98, 0.45, 0.93], [0.33, 0.53, 0.19], [0.56, 0.08, -0.34], [-0.30, 0.30, 0.51], [-0.14, -0.35, 0.11], [0.77, -0.88, -0.77], [-0.10, -0.01, 0.11], [0.23, 0.28, 0.14], [-0.33, 0.42, -0.21], [-0.59, -0.16, 0.44], [-1.08, -0.88, -0.26], [-0.17, -0.05, -0.65], [0.04, 0.34, 0.32], [0.26, 0.71, 1.32], [-2.39, 1.23, -0.18], [-0.04, -0.52, -1.03], [-0.44, 0.31, -0.01], [-0.05, -0.01, 0.02], [-2.07, 0.88, 0.73], [-0.13, 0.31, -3.16], [0.87, 1.07, 0.35], [0.24, -0.28, 0.33], [2.10, 1.15, -0.25], [-0.07, -0.41, -0.07], [0.06, 0.50, 0.25], [-0.02, 0.36, -0.13], [0.92, 0.85, 1.41], [-0.06, 0.03, 0.03], [2.03, -2.67, -0.22], [-0.16, 0.20, 0.04], [-0.92, -0.86, -0.80], [-0.25, -0.53, 0.02], [-0.50, -0.16, 0.17], [0.15, -0.05, 0.18], [-1.57, -1.30, -1.47], [-0.40, 1.18, -0.75], [-0.13, 0.97, 0.72], [0.20, 0.14, -0.33], [0.37, 0.66, -0.42], [0.64, -0.46, 0.27], [0.08, 0.95, -0.74], [-1.95, -1.03, 1.18], [0.10, 0.21, -0.01], [-1.34, 0.97, 0.50], [-0.38, 0.02, -0.57], [0.52, -0.23, 0.09], [1.14, 0.76, -0.44], [1.19, -0.08, -0.82], [2.59, -1.43, 0.41], [0.62, -1.54, 0.42], [0.31, -0.58, 0.66], [3.03, 1.42, 0.42], [0.47, 0.33, 2.74], [-3.18, -2.39, -0.12], [0.90, 1.31, -0.62], [0.49, 0.82, 0.32], [0.27, 0.06, -0.64]]}

[2]
{"formula": "C31H25F3N6OPSSn", "method": "ωB97M-V with the def2-TZVPD basis set", "e_above_lowest_kj_mol": 16.0, "gap_ev": 7.75, "total_energy_ha": -2853.39303, "charge": 1, "lumo_ev": -2.339, "elements": ["H", "C", "H", "C", "H", "H", "C", "C", "C", "H", "H", "C", "H", "Sn", "H", "N", "C", "H", "H", "C", "C", "C", "H", "C", "C", "C", "F", "N", "H", "N", "C", "N", "H", "N", "H", "N", "C", "C", "C", "O", "C", "F", "F", "H", "C", "C", "S", "H", "C", "C", "H", "H", "H", "H", "C", "H", "C", "C", "H", "H", "C", "H", "C", "P", "C", "C", "H", "C", "C"], "xyz": [[-1.999599, -2.663523, 1.396469], [-3.745007, -2.615820, -1.506649], [-7.374847, -0.120208, 0.809700], [0.179985, 2.494599, -2.006505], [-0.244734, 3.118888, 1.835606], [0.993950, -2.046872, -4.634246], [0.974943, -2.262363, -3.576546], [0.962097, -2.742850, -0.845861], [5.010949, 1.247356, 0.854763], [4.808399, 2.940207, -0.405027], [-3.781571, -5.911898, -0.728739], [1.201666, -5.234686, -1.235542], [-2.396652, 1.451156, 3.622302], [0.499227, -0.273093, 0.561335], [-3.052470, 2.183052, -5.215865], [4.378922, 2.130475, 0.008358], [-3.991899, 0.217773, 0.839470], [6.032675, 1.380063, 1.161016], [-4.101868, -1.941369, -2.275080], [-2.853046, -4.378562, 0.447615], [0.890889, 3.623991, -2.271704], [-2.831698, 0.416782, -1.773109], [4.193023, -0.580067, 1.771947], [-5.273776, -0.129167, 0.407036], [-3.017061, -2.129084, -0.422112], [-2.574734, -3.024278, 0.551554], [1.222708, -6.111775, -2.251838], [0.812594, -1.494506, -1.341551], [-1.959201, -0.030332, -5.025989], [2.094598, 3.468673, -1.624932], [-3.506131, 2.301689, -3.121762], [0.930700, 1.646914, -1.224099], [-3.981952, 3.270623, -3.198604], [2.917573, 0.570091, 0.489855], [-1.810133, -1.148465, -2.839094], [-1.768127, 2.032592, 1.765422], [-2.978387, 1.695179, -4.252884], [4.091164, 0.288096, 1.144394], [-2.582339, 1.456540, 2.548921], [-0.669715, 2.535742, 2.474267], [0.831533, -1.253116, -2.657142], [2.332568, -5.407156, -0.538555], [0.177875, -5.574170, -0.441888], [-0.815909, 2.237090, -2.325459], [-2.284661, -0.177416, -2.913531], [-6.244076, 0.795776, 2.393989], [1.023133, -2.838284, 0.879558], [-7.108843, 1.018458, 3.004237], [-2.367565, 0.451362, -4.146371], [1.071600, -3.819495, -1.744307], [-2.493297, -5.061164, 1.205924], [2.837410, 4.146477, -1.616715], [1.181095, -4.392644, -3.790830], [0.655994, 4.504258, -2.842322], [-3.572288, -4.854130, -0.638974], [-4.587104, -4.339251, -2.457897], [-3.436167, 1.666532, -1.888067], [-6.393105, 0.163753, 1.164318], [-4.859169, 1.655600, 3.779965], [-5.394129, -0.666949, -0.525199], [-4.019908, -3.971569, -1.612574], [-3.856490, 2.146376, -1.013175], [-4.981037, 1.149224, 2.830179], [-2.567141, -0.376372, -0.155008], [3.117224, 1.681009, -0.181197], [1.084374, -3.567276, -3.099171], [0.719208, -0.217303, -2.949297], [-3.851644, 0.893965, 2.048588], [2.073588, 2.264002, -1.009823]], "forces_ev_per_angstrom": [[0.00, -0.01, -0.01], [-0.05, -0.04, 0.00], [0.00, 0.01, 0.00], [-0.01, -0.07, 0.01], [-0.01, -0.05, -0.01], [0.00, 0.01, 0.00], [0.00, -0.02, 0.01], [0.01, -0.07, 0.04], [-0.04, 0.00, -0.01], [-0.01, 0.00, 0.00], [0.00, 0.00, 0.00], [-0.01, 0.04, 0.01], [0.02, 0.01, 0.01], [-0.05, 0.35, 0.42], [0.01, 0.01, 0.00], [0.01, 0.00, 0.04], [-0.01, -0.14, -0.25], [0.00, 0.01, 0.00], [0.00, 0.00, 0.01], [-0.01, 0.00, -0.01], [-0.04, -0.01, 0.03], [0.09, -0.02, -0.01], [0.01, -0.01, -0.01], [-0.02, -0.09, 0.06], [0.03, 0.05, -0.07], [0.00, 0.00, -0.01], [0.01, -0.01, -0.02], [0.05, 0.10, 0.09], [0.00, 0.00, 0.00], [0.03, 0.02, -0.04], [0.01, 0.00, -0.01], [-0.01, 0.10, -0.02], [-0.02, 0.00, 0.00], [-0.03, -0.28, -0.09], [-0.03, 0.00, -0.01], [0.01, -0.02, 0.02], [0.00, 0.00, 0.00], [-0.03, 0.00, -0.02], [0.02, -0.02, 0.00], [-0.11, -0.01, -0.08], [-0.02, 0.05, 0.00], [0.02, 0.00, 0.01], [-0.03, -0.01, 0.00], [-0.03, -0.01, -0.02], [-0.02, 0.06, -0.03], [0.04, -0.01, -0.05], [0.06, -0.01, -0.09], [0.00, -0.02, 0.01], [0.03, 0.03, 0.03], [0.01, -0.04, -0.02], [0.00, 0.00, 0.00], [0.00, 0.00, 0.01], [0.01, -0.01, 0.00], [0.01, 0.00, 0.00], [0.01, 0.00, 0.02], [0.00, 0.00, 0.00], [-0.01, 0.00, 0.02], [0.03, 0.03, 0.06], [0.00, 0.00, 0.00], [0.00, 0.02, -0.01], [0.00, 0.02, -0.01], [0.00, 0.00, 0.01], [-0.04, 0.00, 0.01], [-0.04, -0.20, -0.05], [0.01, 0.03, -0.14], [-0.04, -0.02, -0.01], [0.01, -0.01, 0.01], [0.09, 0.24, 0.13], [0.09, 0.01, 0.04]]}

[3]
{"formula": "C31H25F3N6RhS2", "method": "ωB97M-V with the def2-TZVPD basis set", "gap_ev": [8.11, 6.65], "total_energy_ha": -2731.07447, "multiplicity": 5, "charge": 1, "lumo_ev": [-2.280, -4.713], "elements": ["H", "C", "H", "C", "C", "H", "C", "C", "C", "H", "N", "C", "H", "H", "C", "H", "H", "N", "H", "C", "H", "C", "H", "C", "C", "H", "H", "C", "H", "N", "C", "N", "H", "H", "C", "C", "C", "F", "H", "H", "C", "C", "H", "H", "N", "H", "S", "C", "C", "F", "C", "C", "H", "C", "C", "H", "H", "H", "N", "C", "Rh", "C", "C", "S", "F", "C", "C", "C"], "xyz": [[2.264067, 3.120057, -1.783178], [3.510155, -3.697519, -3.036312], [1.774166, -1.169755, 1.168294], [-4.449692, 1.133616, 0.814810], [-1.058124, 3.246325, 3.293589], [1.759341, 1.579579, -1.030123], [3.393357, -2.314076, -2.938314], [-1.329453, 1.956046, 3.068543], [-1.708678, -2.283033, 2.164250], [-3.797553, -0.771181, 1.238333], [0.863176, -0.864336, -0.784139], [0.695337, 1.807416, 1.808653], [-2.190500, 5.486994, -0.304840], [1.943058, 3.497338, 1.753307], [-2.010075, -3.253326, 3.108956], [-0.182348, -2.075517, 5.675220], [1.145683, 1.937305, -2.593213], [-0.816724, -0.111948, 1.714170], [0.815089, -1.144193, -2.960626], [-0.951910, -1.118270, 2.524449], [0.090698, -0.243102, 4.215945], [2.928392, -1.808939, -0.574867], [-2.604327, -4.106905, 2.795317], [-0.713232, -2.052620, 4.755479], [-2.175328, -0.709653, -1.953326], [-5.194623, -0.798640, 0.202769], [3.865868, -2.180026, -0.314826], [1.892328, -1.219476, 0.084159], [-4.096122, 4.634382, 1.218216], [-0.925676, 2.481363, -0.656258], [5.040910, -3.374355, -4.927797], [6.553994, -4.212208, -6.797511], [2.869023, -4.335372, -2.447166], [-2.069392, -2.344617, 1.104979], [0.998272, 3.129433, 2.107122], [4.834494, -1.953125, -4.785202], [-3.076824, 2.837583, 0.478163], [-2.321044, -2.036364, -1.957968], [-2.288245, 1.539542, 3.290458], [3.859463, -0.356199, -3.679382], [5.854861, -3.892954, -5.976491], [1.364892, 2.410228, -1.663779], [5.361709, -1.237481, -5.434366], [-5.525401, -0.501317, 1.902814], [-3.275128, 1.502518, 0.378971], [0.176165, 4.946972, 3.098890], [-5.376868, 2.486139, 1.434643], [-1.598002, 4.624159, -0.476318], [-0.440393, 1.208485, 2.271427], [-3.384026, -0.288920, -2.361107], [4.061616, -1.456410, -3.761979], [0.076779, 3.075950, -1.201489], [-1.667663, -3.917901, 5.176560], [-4.102501, 3.547258, 1.011667], [-4.786621, -0.343617, 1.087502], [4.606988, -5.302733, -4.039606], [-1.781891, 3.800536, 3.908709], [1.264889, 1.157056, 1.189024], [2.549055, -1.815594, -1.871488], [4.358617, -4.228472, -4.040462], [-1.096346, 0.270259, -0.395101], [0.096276, 3.882967, 2.838828], [1.362122, -1.253445, -1.961576], [0.001541, 4.775490, -1.209460], [-1.381725, -0.461772, -3.082747], [-1.900788, 3.387972, -0.143788], [-0.475503, -1.050254, 3.865927], [-1.479659, -3.177347, 4.394661]], "forces_ev_per_angstrom": [[-1.73, -0.76, 0.04], [0.64, 0.17, -1.44], [0.07, 0.28, -0.46], [-0.05, -0.21, 1.20], [-0.32, 2.15, 1.30], [-0.77, 0.75, -0.03], [-0.99, -1.30, 1.00], [0.02, -2.33, -1.50], [-0.12, -0.02, -0.89], [-0.27, -0.39, 0.45], [1.92, -0.78, -0.57], [-0.07, -0.31, 0.20], [-0.28, 0.62, 0.14], [0.16, 0.46, -0.08], [0.17, -0.09, -0.77], [0.01, 0.27, 0.86], [0.06, -0.25, -1.03], [0.24, 2.72, -0.22], [0.91, -0.17, 1.75], [-0.84, -1.15, 1.58], [0.81, 1.20, 0.08], [-1.30, 0.75, 0.45], [0.04, 0.12, 0.16], [-0.02, -1.01, -0.79], [-0.19, 0.25, -1.04], [-0.22, -0.18, -0.51], [1.14, -0.51, 0.71], [-0.49, -0.22, 1.41], [-0.28, -0.95, -0.23], [-0.80, -0.54, 0.81], [-1.47, 1.44, 1.23], [1.89, -1.07, -2.38], [0.26, -0.11, 0.26], [0.29, -0.07, 1.10], [0.10, 0.06, 0.04], [1.14, -1.04, -0.66], [-0.66, 0.51, -0.45], [0.42, -1.21, 0.61], [-0.39, -0.29, 0.51], [0.47, -1.17, 0.00], [-1.51, 1.15, 2.22], [1.23, 0.37, 0.60], [-0.33, -0.61, 0.17], [0.84, 0.23, -0.36], [-0.28, -1.11, 0.01], [0.51, -0.56, -0.34], [0.40, -0.45, -0.35], [1.28, 2.15, -0.26], [-1.16, -0.82, -0.16], [-0.66, 0.83, 0.37], [-0.38, 1.77, -0.63], [1.99, -0.06, 0.32], [-0.02, 0.02, -0.57], [0.02, 0.85, 0.51], [-0.07, 1.33, -0.27], [-0.53, 0.59, -0.26], [0.38, -0.04, -0.42], [1.01, 0.08, -0.47], [1.18, -0.24, -1.24], [0.40, 0.08, 0.66], [-0.25, 0.09, -0.14], [-0.23, 0.18, 0.25], [-3.03, 1.03, -2.27], [-1.64, -0.09, 0.36], [0.37, 0.18, 0.11], [1.49, -2.08, -1.34], [-0.45, -0.92, 0.08], [-0.07, 0.45, 0.57]]}

> Which of these has the lowest charge?

C31H25F3FeO2S

> Which value of charge does entry 1 give?

-2

> Look up the charge of the first one.

-2